{
  "formula": "C4H8N2O2",
  "method": "ωB97M-V with the def2-TZVPD basis set",
  "fmax_ev_per_a": 3.6,
  "orbital_gap_ha": [0.283, 0.283],
  "charge": 0,
  "homo_ha": [-0.2979, -0.2979],
  "de_lowest_kcal_mol": 232.2,
  "e_lumo_ev": [-0.408, -0.408],
  "symbols": ["C", "C", "C", "C", "N", "N", "O", "O", "H", "H", "H", "H", "H", "H", "H", "H"],
  "xyz": [[1.14518, -2.79763, -0.14733], [1.32677, -0.42085, 0.13578], [-1.00934, -0.03029, 0.17798], [0.53502, 1.80708, -0.32549], [0.35763, 0.39672, -0.01162], [2.66445, -0.04528, 0.05681], [3.10537, 0.46385, 1.08277], [3.31664, -0.33572, -0.92724], [2.21613, -3.04105, -0.11634], [0.72148, -3.06724, 0.83261], [-1.58860, 0.20005, -0.71613], [-1.02117, -1.10402, 0.35173], [-1.44502, 0.49583, 1.02987], [1.44002, 1.95432, -0.91477], [-0.32141, 2.16387, -0.89271], [0.62304, 2.38257, 0.59769]],
  "forces_ev_per_angstrom": [[-0.5, 1.3, -0.4], [-1.2, -3.4, 0.3], [-0.5, -0.5, 0.1], [0.3, 0.6, 0.0], [0.8, 0.5, -0.3], [1.1, 0.9, 0.0], [-0.1, 0.0, -0.1], [-0.3, 0.1, 0.0], [0.1, 0.3, 0.3], [0.2, 0.2, 0.2], [0.0, 0.0, 0.0], [0.0, 0.1, 0.0], [0.1, 0.0, 0.0], [-0.1, 0.0, 0.0], [0.0, 0.0, 0.0], [-0.1, 0.0, 0.0]]
}